{"formula": "C21H28CdClN3O4S5Se", "method": "ωB97M-V/def2-TZVPD", "relative_energy_kcal_mol": 26.2, "homo_ev": -1.240, "mol_weight_g_mol": 773.632, "spin_multiplicity": 1, "lumo_energy_ev": 3.9, "homo_lumo_gap_ev": 5.1666, "total_charge": -2, "species": ["Cd", "S", "S", "S", "S", "O", "C", "O", "H", "C", "C", "C", "C", "N", "C", "Se", "N", "C", "C", "C", "C", "C", "C", "C", "C", "C", "C", "H", "H", "H", "H", "H", "H", "H", "H", "H", "H", "H", "H", "H", "H", "H", "H", "H", "H", "H", "H", "H", "H", "S", "C", "C", "N", "C", "H", "H", "H", "Cl", "C", "C", "O", "O", "H", "H"], "coordinates": [[3.427, -2.683, -0.477], [2.650, -1.088, -2.368], [1.901, -2.563, -3.594], [3.456, -3.890, -3.893], [3.778, -4.766, -2.052], [2.144, -1.093, 3.198], [3.108, -1.181, 2.424], [3.110, -1.018, 1.169], [4.105, -1.412, 2.874], [-0.222, 5.150, -2.742], [0.329, 4.403, -1.529], [1.064, 3.111, -1.877], [0.175, 1.987, -2.408], [-0.987, 1.712, -1.570], [-0.906, 1.023, -0.380], [0.590, 0.442, 0.439], [-2.213, 0.804, 0.016], [-2.602, 0.018, 1.172], [-3.133, 0.876, 2.318], [-2.062, 1.752, 2.970], [-1.076, 0.961, 3.829], [-3.087, 1.330, -0.909], [-4.469, 1.338, -0.969], [-5.066, 1.938, -2.077], [-4.296, 2.499, -3.088], [-2.903, 2.484, -3.030], [-2.308, 1.898, -1.928], [-0.677, 6.099, -2.450], [-0.987, 4.567, -3.255], [0.575, 5.364, -3.459], [-0.486, 4.173, -0.837], [1.017, 5.057, -0.987], [1.577, 2.736, -0.992], [1.826, 3.309, -2.638], [0.759, 1.064, -2.474], [-0.206, 2.226, -3.403], [-1.715, -0.535, 1.483], [-3.355, -0.704, 0.845], [-3.551, 0.202, 3.073], [-3.955, 1.499, 1.952], [-2.561, 2.509, 3.584], [-1.513, 2.287, 2.190], [-1.607, 0.300, 4.521], [-0.453, 1.633, 4.421], [-0.396, 0.358, 3.226], [-5.065, 0.881, -0.191], [-6.146, 1.961, -2.150], [-4.783, 2.953, -3.942], [-2.315, 2.899, -3.837], [-0.370, -4.386, 1.940], [-0.203, -5.329, 0.514], [0.582, -4.676, -0.376], [1.025, -3.444, 0.036], [0.617, -3.166, 1.234], [-0.659, -6.301, 0.421], [0.896, -5.040, -1.343], [0.884, -2.272, 1.788], [5.039, -6.087, 3.281], [5.616, -4.496, 2.687], [4.817, -3.923, 1.512], [3.603, -4.181, 1.412], [5.475, -3.157, 0.771], [6.656, -4.609, 2.402], [5.532, -3.802, 3.521]], "lowdin_charge": [1.1308, -0.2364, -0.2981, -0.2933, -0.2435, -0.1078, -0.6253, -0.2908, 0.1075, -0.1111, -0.2571, -0.1998, -0.1556, -0.0262, -0.6568, 0.8508, -0.0307, -0.1587, -0.1945, -0.2662, -0.1125, -0.1525, -0.0233, -0.1181, -0.1147, -0.0243, -0.1453, 0.0634, 0.0410, 0.0705, 0.1019, 0.1013, 0.0679, 0.1163, 0.0557, 0.1152, 0.0791, 0.1253, 0.1088, 0.0957, 0.0945, 0.0912, 0.0697, 0.0695, 0.0253, 0.1017, 0.0893, 0.0905, 0.0929, 0.9579, -0.4263, -0.2727, -0.0635, -0.4969, 0.0464, 0.0667, 0.0242, 0.4962, -0.5002, -0.8299, -0.1255, -0.1157, 0.0607, 0.0661]}

=====

{"formula": "C4H10N2O", "method": "ωB97M-V/def2-TZVPD", "relative_energy_kcal_mol": 56.6, "homo_ev": -9.619, "mol_weight_g_mol": 102.137, "spin_multiplicity": 1, "lumo_energy_ev": 0.8, "homo_lumo_gap_ev": 10.4475, "smiles": "C[C@@H](N)CC(N)=O", "species": ["C", "C", "C", "C", "N", "O", "N", "H", "H", "H", "H", "H", "H", "H", "H", "H", "H"], "coordinates": [[0.415, -0.681, -1.918], [-0.020, 0.131, -0.626], [0.741, -0.524, 0.600], [0.753, 0.666, 1.468], [-0.359, 0.839, 2.161], [1.738, 1.333, 1.400], [-1.521, 0.195, -0.721], [0.023, -1.739, -1.842], [-0.231, -0.378, -2.898], [1.440, -0.740, -2.112], [0.405, 1.139, -0.662], [1.761, -0.842, 0.437], [0.254, -1.413, 0.962], [-0.338, 1.681, 2.783], [-1.299, 0.779, 1.602], [-2.147, 0.376, 0.023], [-1.614, -0.823, -0.657]], "lowdin_charge": [-0.0743, -0.3895, -0.0902, -0.6822, 0.1474, 0.0858, 0.0357, 0.0783, 0.1214, 0.0388, 0.1279, 0.1210, 0.1104, 0.1318, 0.1377, 0.0296, 0.0705]}

=====

{"formula": "C45H38FN9O5SSc", "method": "ωB97M-V/def2-TZVPD", "relative_energy_kcal_mol": 1.3, "homo_ev": [-8.989, -8.988], "mol_weight_g_mol": 880.878, "spin_multiplicity": 1, "lumo_energy_ev": [-3.1, -3.1], "homo_lumo_gap_ev": [5.9112, 5.9074], "total_charge": 1, "species": ["Sc", "C", "C", "C", "C", "C", "C", "N", "C", "C", "C", "C", "C", "C", "N", "N", "C", "C", "C", "C", "C", "N", "H", "H", "H", "H", "H", "H", "H", "H", "H", "H", "H", "H", "H", "N", "C", "C", "C", "C", "C", "C", "S", "N", "C", "C", "C", "C", "C", "C", "N", "H", "H", "H", "H", "H", "H", "H", "H", "H", "C", "C", "C", "C", "C", "C", "C", "F", "C", "C", "C", "O", "C", "C", "N", "C", "C", "O", "O", "H", "H", "H", "H", "H", "H", "H", "H", "H", "H", "H", "N", "C", "C", "O", "O", "H", "H", "H", "H", "H"], "coordinates": [[-0.118, 0.175, 0.111], [4.577, 1.155, 3.230], [3.579, 2.113, 3.137], [2.263, 1.743, 2.893], [1.924, 0.401, 2.733], [2.933, -0.560, 2.840], [4.244, -0.187, 3.088], [0.612, 0.030, 2.364], [-0.050, -0.871, 3.062], [0.361, -1.435, 4.326], [-0.411, -2.350, 4.960], [-1.662, -2.801, 4.433], [-2.113, -2.282, 3.268], [-1.329, -1.323, 2.564], [-1.739, -0.718, 1.434], [-2.909, -0.953, 0.967], [-3.240, -0.105, -0.092], [-4.528, -0.206, -0.615], [-4.905, 0.665, -1.616], [-3.992, 1.611, -2.068], [-2.731, 1.629, -1.505], [-2.351, 0.794, -0.536], [5.601, 1.448, 3.421], [3.823, 3.161, 3.263], [1.493, 2.500, 2.827], [2.673, -1.605, 2.717], [5.012, -0.948, 3.170], [1.291, -1.108, 4.767], [-0.075, -2.751, 5.909], [-2.240, -3.534, 4.979], [-3.067, -2.572, 2.849], [-5.199, -0.951, -0.212], [-5.900, 0.615, -2.038], [-4.246, 2.316, -2.847], [-1.978, 2.326, -1.849], [1.561, 4.139, -1.305], [2.161, 4.169, -2.584], [2.945, 5.247, -2.952], [3.529, 5.283, -4.213], [3.311, 4.245, -5.101], [2.519, 3.166, -4.726], [1.951, 3.117, -3.464], [1.033, 1.675, -3.002], [0.357, 2.112, -1.498], [0.681, 3.189, -0.891], [0.000, 3.439, 0.411], [-0.214, 4.713, 0.916], [-0.925, 4.846, 2.099], [-1.396, 3.709, 2.730], [-1.126, 2.476, 2.161], [-0.439, 2.344, 1.028], [1.795, 4.878, -0.666], [3.105, 6.059, -2.252], [4.146, 6.125, -4.494], [3.754, 4.267, -6.088], [2.351, 2.348, -5.418], [0.126, 5.591, 0.384], [-1.117, 5.828, 2.511], [-1.961, 3.765, 3.650], [-1.452, 1.558, 2.632], [6.223, -3.798, -1.687], [6.549, -2.504, -0.957], [7.575, -1.695, -1.736], [7.902, -0.404, -1.010], [6.646, 0.390, -0.798], [6.668, 1.764, -0.742], [5.491, 2.478, -0.535], [5.562, 3.821, -0.479], [4.288, 1.861, -0.386], [4.241, 0.462, -0.450], [2.961, -0.196, -0.265], [1.934, 0.517, -0.105], [2.975, -1.610, -0.267], [4.152, -2.264, -0.521], [5.331, -1.670, -0.724], [5.410, -0.278, -0.660], [1.748, -2.439, -0.053], [1.780, -3.663, -0.293], [0.709, -1.856, 0.384], [7.161, -4.268, -1.982], [5.644, -3.599, -2.590], [5.686, -4.520, -1.075], [6.961, -2.733, 0.030], [7.183, -1.487, -2.736], [8.468, -2.308, -1.857], [8.630, 0.189, -1.562], [8.354, -0.637, -0.040], [7.600, 2.304, -0.856], [3.381, 2.419, -0.207], [4.126, -3.342, -0.565], [-0.731, -3.667, -1.167], [-0.537, -3.076, -2.526], [0.068, -1.674, -2.338], [1.146, -1.416, -2.831], [-0.672, -0.914, -1.604], [0.232, -3.863, -0.739], [-1.282, -4.520, -1.188], [-1.183, -2.972, -0.566], [-1.506, -3.008, -3.016], [0.137, -3.722, -3.078]], "lowdin_charge": [1.0307, -0.0930, -0.0789, -0.0163, -0.2770, -0.0436, -0.0729, 0.0257, -0.2277, -0.0051, -0.0582, -0.0815, -0.0201, -0.2232, -0.0358, 0.0890, -0.3257, -0.0016, -0.0497, -0.0464, -0.1101, 0.0436, 0.1030, 0.1060, 0.0974, 0.1253, 0.1068, 0.1102, 0.1102, 0.1022, 0.1047, 0.1145, 0.1137, 0.1085, 0.0980, 0.1350, -0.2391, -0.0189, -0.0746, -0.0779, -0.0937, -0.4349, 1.0706, -0.2719, -0.3614, -0.1892, 0.0101, -0.0277, -0.0180, -0.0993, 0.0553, 0.1359, 0.1180, 0.1086, 0.1085, 0.1114, 0.1180, 0.1199, 0.1187, 0.1117, -0.0398, -0.2906, -0.1443, -0.1222, -0.1275, 0.0684, -0.2458, 0.0715, 0.0782, -0.0294, -0.2531, -0.0921, -0.0213, 0.0547, 0.0545, -0.0541, -0.5494, 0.0201, -0.0704, 0.0908, 0.1027, 0.0807, 0.1595, 0.1389, 0.1267, 0.1251, 0.1331, 0.1374, 0.1223, 0.1343, 0.1752, -0.0347, -0.6313, 0.0596, -0.1365, 0.1038, 0.1637, 0.1339, 0.1342, 0.1353]}